Version a
A cluster of 2 separate species, C3H10NO2S in total. Source: OMol25; level of theory: ωB97M-V/def2-TZVPD.

Values from the calculation:
LUMO level ... 3.14 eV
Total charge ... -1
HOMO-LUMO gap ... 5.888 eV
HOMO ... -2.752 eV

Each line ends with the Mulliken charge.
CARTESIAN COORDINATES (ANGSTROEM)
C1 0.023 0.028 1.297  -0.7933
O1 0.766 -1.156 1.372  -0.8893
C2 -0.259 0.476 -0.184  0.4764
C3 -1.684 0.934 -0.282  -0.8165
S1 -1.930 2.157 -1.662  -0.3195
N1 0.175 -0.377 -1.251  -0.6447
H1 -0.767 -0.094 2.015  0.3706
H2 0.761 0.758 1.643  0.1807
H3 0.399 1.407 -0.409  0.1559
H4 -1.955 1.438 0.694  0.3155
H5 -2.370 0.099 -0.393  0.3946
H6 -1.909 1.589 -2.850  0.1004
H7 -0.207 -1.308 -1.385  0.2661
H8 1.125 -0.710 -1.031  0.2065
H9 2.272 -2.397 1.087  0.3647
H10 2.573 -1.014 0.536  0.3178
O2 2.988 -1.830 0.802  -0.6858

Version b
A structure of composition C3H10NO2S. Source: OMol25; level of theory: ωB97M-V/def2-TZVPD.

Values from the calculation:
LUMO level ... 2.42 eV
Total charge ... -1
HOMO-LUMO gap ... 6.544 eV
HOMO ... -4.127 eV

Each line ends with the Mulliken charge.
CARTESIAN COORDINATES (ANGSTROEM)
C1 0.209 0.604 -0.034  0.0662
C2 -0.374 1.680 -0.918  -0.6987
S1 0.205 3.310 -0.310  -0.4461
N1 -0.395 -0.669 0.128  -0.4448
C3 0.625 -1.778 -0.854  -0.5169
O1 0.839 -1.379 -2.174  -0.4928
H1 1.328 0.506 -0.251  0.3332
H2 0.301 1.059 1.137  -0.4420
H3 -1.434 1.448 -1.020  0.2991
H4 0.095 1.385 -1.904  0.2432
H5 0.106 1.619 1.770  0.4101
H6 -0.500 -0.583 1.176  0.4329
H7 0.212 -2.737 -0.546  0.3189
H8 -0.298 -1.265 -1.657  0.4501
H9 1.655 -1.728 -0.365  0.3724
H10 -1.739 -0.827 3.104  0.1613
O2 -0.834 -0.646 2.718  -1.0461

Relative energy table, unit kJ/mol: version a 0.0; version b 690.0

Version a
The ion C5H14N2 with charge -1. Source: OMol25; level of theory: ωB97M-V/def2-TZVPD.

Values from the calculation:
LUMO level (alpha / beta) ... 3.91 / 3.78 eV
Spin multiplicity ... 2
Total charge ... -1
HOMO-LUMO gap (alpha / beta) ... 2.481 / 8.817 eV
HOMO (alpha / beta) ... 1.425 / -5.040 eV

Each line ends with the Löwdin spin population.
CARTESIAN COORDINATES (ANGSTROEM)
N1 -0.781 -0.084 -1.535  0.0684
C1 2.185 0.727 -1.913  0.0268
C2 1.611 -0.249 -0.863  0.0477
C3 0.174 0.262 -0.486  0.0478
C4 -0.201 -0.196 0.899  0.1036
N2 -1.344 0.500 1.546  0.0249
C5 -1.910 -0.394 2.577  0.2491
H1 -0.841 -1.043 -1.847  0.0730
H2 -1.696 0.309 -1.357  0.0738
H3 2.214 1.743 -1.533  0.0022
H4 3.129 0.378 -2.330  0.0040
H5 1.466 0.753 -2.755  0.0070
H6 1.502 -1.124 -1.499  0.0180
H7 2.185 -0.261 0.056  0.0114
H8 0.298 1.348 -0.554  0.0048
H9 -0.415 -1.291 0.905  0.0418
H10 0.637 -0.209 1.593  0.0204
H11 -1.941 0.656 0.738  0.0509
H12 -2.585 0.244 3.136  0.0273
H13 -2.564 -1.150 2.113  0.0681
H14 -1.123 -0.918 3.109  0.0289

Version b
A structure of composition C5H14N2. Source: OMol25; level of theory: ωB97M-V/def2-TZVPD.

Values from the calculation:
LUMO level (alpha / beta) ... 3.75 / 3.60 eV
Spin multiplicity ... 2
Total charge ... -1
HOMO-LUMO gap (alpha / beta) ... 2.328 / 8.502 eV
HOMO (alpha / beta) ... 1.424 / -4.898 eV

Each line ends with the Löwdin spin population.
CARTESIAN COORDINATES (ANGSTROEM)
N1 3.056 0.249 0.548  0.0048
C1 1.784 -0.360 0.243  0.0110
C2 1.584 -0.428 -1.302  0.0092
C3 0.516 0.299 0.831  0.0386
N2 -0.630 -0.539 0.398  0.0285
C4 -2.095 0.512 0.493  0.2821
C5 -3.014 -0.177 -0.567  0.2202
H1 3.489 0.295 1.493  0.0042
H2 3.615 0.674 -0.279  0.0028
H3 1.732 -1.432 0.575  0.0016
H4 0.683 0.051 -1.733  0.0083
H5 2.515 -0.042 -1.735  0.0021
H6 1.371 -1.447 -1.635  0.0022
H7 0.630 1.333 0.270  0.0107
H8 0.589 0.354 1.903  0.0194
H9 -1.680 1.485 0.287  0.0634
H10 -1.551 -0.419 1.075  0.0258
H11 -2.613 0.517 1.416  0.1288
H12 -2.704 -1.132 -0.761  0.0103
H13 -3.296 0.397 -1.422  0.0411
H14 -3.982 -0.192 -0.101  0.0847

Version c
The ion C5H14N2 with charge -1. Source: OMol25; level of theory: ωB97M-V/def2-TZVPD.

Values from the calculation:
LUMO level (alpha / beta) ... 4.03 / 4.24 eV
Spin multiplicity ... 2
Total charge ... -1
HOMO-LUMO gap (alpha / beta) ... 2.523 / 8.940 eV
HOMO (alpha / beta) ... 1.507 / -4.700 eV

Each line ends with the Löwdin spin population.
CARTESIAN COORDINATES (ANGSTROEM)
C1 0.309 -0.540 0.695  0.0495
C2 1.120 0.105 -0.430  0.0383
C3 2.040 1.248 0.149  0.0980
C4 1.741 -1.003 -1.315  0.2425
N1 -1.102 -0.725 0.500  0.0177
C5 -1.974 0.425 0.413  0.1417
N2 -3.368 0.196 0.572  0.0339
H1 0.813 -1.456 1.045  0.0163
H2 0.303 0.066 1.611  0.0067
H3 0.526 0.651 -1.179  0.0276
H4 1.670 2.208 -0.208  0.0250
H5 1.920 1.408 1.223  0.0105
H6 3.047 0.985 -0.160  0.0183
H7 2.566 -1.496 -0.795  0.0334
H8 1.945 -0.637 -2.318  0.0547
H9 0.920 -1.715 -1.425  0.0566
H10 -1.472 -1.572 0.103  0.0395
H11 -1.774 0.982 -0.504  0.0364
H12 -1.646 1.144 1.192  0.0128
H13 -3.667 -0.610 1.090  0.0109
H14 -3.918 0.334 -0.259  0.0297

Relative energy table, unit kJ/mol: version a 0.0; version b 393.4; version c 14.3

Version a
The ion C5H6N3O with charge +1. Source: OMol25; level of theory: ωB97M-V/def2-TZVPD.

Values from the calculation:
LUMO level (alpha / beta) ... -6.58 / -6.58 eV
SMILES string ... CC[N+](=C=NC=O)C#N
Total charge ... +1
HOMO-LUMO gap (alpha / beta) ... 9.643 / 9.644 eV
HOMO (alpha / beta) ... -16.226 / -16.226 eV

Each line ends with the Mulliken charge.
CARTESIAN COORDINATES (ANGSTROEM)
C1 -1.609 0.205 0.897  0.5220
C2 -0.958 2.142 -0.001  0.3721
C3 -3.417 -0.284 -0.080  0.1487
C4 1.270 -0.251 0.574  -1.2446
C5 0.178 -0.063 -0.496  -0.1167
N1 -2.661 -0.361 1.108  -0.2748
N2 -1.083 3.267 -0.204  -0.2617
N3 -0.848 0.771 0.101  0.0186
O1 -3.120 -0.793 -1.108  -0.3216
H1 -4.303 0.189 0.244  0.4064
H2 2.150 -0.856 0.283  0.3642
H3 1.740 0.671 1.051  0.3392
H4 0.858 -0.717 1.424  0.4143
H5 -0.429 -0.995 -0.475  0.2651
H6 0.767 0.373 -1.331  0.3687

Version b
A cluster of 2 separate species, C5H6N3O in total. Source: OMol25; level of theory: ωB97M-V/def2-TZVPD.

Values from the calculation:
LUMO level ... -3.84 eV
Total charge ... +1
HOMO-LUMO gap ... 8.933 eV
HOMO ... -12.773 eV

Each line ends with the Mulliken charge.
CARTESIAN COORDINATES (ANGSTROEM)
C1 1.096 -2.936 0.097  0.4556
C2 -0.863 -1.657 -0.254  0.5768
C3 2.095 0.706 0.561  0.7427
C4 3.144 1.468 0.480  -0.8809
C5 -2.909 -0.134 -0.702  -0.5931
N1 2.175 -3.311 -0.150  -0.1673
N2 -1.807 -1.007 -0.452  0.0093
N3 -0.111 -2.638 -0.018  -0.4631
O1 1.265 -0.140 0.440  -0.4549
H1 3.110 -3.589 0.181  0.3408
H2 3.089 2.425 0.062  0.2756
H3 4.128 1.089 0.478  0.2742
H4 -3.036 0.487 0.291  0.2891
H5 -3.925 -0.723 -0.835  0.2742
H6 -2.537 0.298 -1.602  0.3208

Relative energy table, unit kJ/mol: version a 187.4; version b 0.0

Version a
The ion C9H18N3 with charge +1. Source: OMol25; level of theory: ωB97M-V/def2-TZVPD.

Values from the calculation:
LUMO level ... -3.40 eV
Total charge ... +1
HOMO-LUMO gap ... 9.819 eV
HOMO ... -13.217 eV

Each line ends with the Mulliken charge.
CARTESIAN COORDINATES (ANGSTROEM)
C1 -0.604 1.115 -1.694  0.7246
C2 -0.366 -2.592 1.333  -0.5120
C3 -1.090 -1.458 1.949  -0.8950
C4 0.000 -2.289 -0.111  -0.7454
C5 -0.191 -0.103 1.763  -0.9416
C6 1.061 -1.068 -0.215  -1.1276
C7 0.360 0.122 0.425  0.4648
C8 -1.049 1.420 -3.072  -1.3727
C9 0.642 2.488 0.859  -0.9404
N1 -1.201 0.441 -0.857  -0.5974
N2 0.662 1.655 -1.373  -0.6345
N3 1.009 1.431 -0.075  0.4116
H1 0.639 -2.963 1.824  0.2227
H2 -1.117 -3.355 1.392  0.3397
H3 -2.106 -1.324 1.611  0.4219
H4 -1.275 -1.620 3.000  0.4145
H5 0.445 -3.194 -0.456  0.3563
H6 -0.859 -1.977 -0.702  0.4446
H7 -0.678 0.710 2.234  0.4972
H8 0.723 -0.442 2.271  0.4185
H9 1.955 -1.201 0.516  0.4035
H10 1.244 -0.886 -1.224  0.5103
H11 -0.344 1.196 -3.817  0.4412
H12 -1.218 2.449 -3.158  0.3432
H13 -1.791 0.702 -3.351  0.3872
H14 -0.404 2.496 1.011  0.4044
H15 1.237 2.214 1.772  0.3610
H16 0.902 3.312 0.248  0.3952
H17 1.315 1.331 -2.053  0.3320
H18 2.100 1.389 -0.051  0.4725

Version b
The ion C9H18N3 with charge +1. Source: OMol25; level of theory: ωB97M-V/def2-TZVPD.

Values from the calculation:
LUMO level ... -2.70 eV
SMILES string ... C[C@@H]1C=CN(C)C(=[N+](C)C)N1C
Total charge ... +1
HOMO-LUMO gap ... 9.900 eV
HOMO ... -12.603 eV

Each line ends with the Mulliken charge.
CARTESIAN COORDINATES (ANGSTROEM)
C1 1.640 -1.293 1.612  -0.6342
C2 1.300 -1.998 0.537  -0.5630
C3 -0.274 -0.227 -0.116  0.5745
C4 1.239 0.086 1.708  0.0754
C5 2.246 0.971 1.008  -1.2457
C6 1.452 -1.238 -1.693  -1.1296
C7 -1.213 0.549 2.097  -1.0122
C8 -1.844 -0.785 -1.860  -1.0129
C9 -1.979 1.432 -0.865  -1.2291
N1 0.653 -1.274 -0.522  0.1560
N2 -0.072 0.241 1.110  0.0697
N3 -1.275 0.145 -0.935  0.1099
H1 2.338 -1.552 2.333  0.5301
H2 1.615 -3.034 0.304  0.4142
H3 1.204 0.504 2.752  0.5428
H4 2.773 1.715 1.654  0.3764
H5 1.919 1.347 -0.014  0.2300
H6 3.082 0.298 0.647  0.3199
H7 1.035 -0.432 -2.209  0.4625
H8 2.508 -1.105 -1.386  0.3794
H9 1.433 -2.287 -2.405  0.2450
H10 -1.045 -0.248 2.941  0.3729
H11 -1.082 1.548 2.554  0.3075
H12 -2.162 0.404 1.522  0.3736
H13 -1.168 -1.671 -1.972  0.3163
H14 -1.934 -0.432 -2.873  0.3682
H15 -2.896 -1.037 -1.565  0.3475
H16 -2.131 1.693 -1.921  0.3352
H17 -1.446 2.113 -0.278  0.4148
H18 -2.877 1.358 -0.440  0.5048

Relative energy table, unit kJ/mol: version a 189.3; version b 0.0

Version a
A cluster of 2 separate species, C7H13N4O in total. Source: OMol25; level of theory: ωB97M-V/def2-TZVPD.

Values from the calculation:
LUMO level (alpha / beta) ... -5.14 / -4.61 eV
Total charge ... +1
HOMO-LUMO gap (alpha / beta) ... 7.490 / 8.050 eV
HOMO (alpha / beta) ... -12.628 / -12.661 eV

Each line ends with the Mulliken charge.
CARTESIAN COORDINATES (ANGSTROEM)
C1 -0.230 -2.168 -0.969  -0.5493
C2 0.221 -1.025 -0.510  0.0124
C3 -1.872 -0.965 -0.088  0.7806
C4 3.113 -1.571 0.826  -0.3970
C5 -3.205 -0.407 0.158  -1.2139
C6 -0.237 0.779 0.981  -0.7116
C7 -0.048 2.071 0.174  -0.6568
N1 -1.552 -2.008 -0.768  -0.5952
N2 -0.677 -0.315 0.142  0.3025
N3 2.492 -0.726 0.166  0.2316
N4 0.742 1.687 -1.058  -0.2650
O1 2.644 0.466 -0.142  -0.5575
H1 0.249 -2.863 -1.621  0.4331
H2 4.230 -1.417 0.900  0.2766
H3 2.763 -2.535 0.982  0.3186
H4 -3.164 0.650 0.434  0.2596
H5 -3.875 -0.469 -0.605  0.3923
H6 -3.730 -0.844 1.008  0.2884
H7 0.619 0.513 1.630  0.2755
H8 -1.002 1.020 1.695  0.4562
H9 -0.914 2.526 -0.085  0.5271
H10 0.499 2.706 0.809  0.3570
H11 0.238 1.187 -1.928  0.4054
H12 1.596 1.065 -0.733  0.2310
H13 1.100 2.641 -1.398  0.3985

Version b
A cluster of 2 separate species, C7H13N4O in total. Source: OMol25; level of theory: ωB97M-V/def2-TZVPD.

Values from the calculation:
LUMO level (alpha / beta) ... -6.16 / -6.16 eV
Total charge ... +1
HOMO-LUMO gap (alpha / beta) ... 6.180 / 6.178 eV
HOMO (alpha / beta) ... -12.337 / -12.337 eV

Each line ends with the Mulliken charge.
CARTESIAN COORDINATES (ANGSTROEM)
C1 0.075 -2.385 0.895  -0.5160
C2 0.059 -0.996 0.729  0.3094
C3 1.639 -1.757 -0.566  0.3480
C4 -0.666 2.088 -0.892  0.6235
C5 2.740 -1.805 -1.523  -0.8933
C6 -1.364 0.652 2.126  -0.5743
C7 -2.077 1.187 0.936  -0.4987
N1 1.071 -2.833 0.038  -0.0747
N2 1.052 -0.640 -0.110  -0.4480
N3 -1.249 3.312 -1.136  -0.3654
N4 -1.068 1.228 -0.020  -0.4044
O1 0.476 1.867 -1.408  -0.4655
H1 -0.635 -3.012 1.349  0.3978
H2 3.751 -1.867 -1.075  0.2581
H3 2.615 -2.703 -2.269  0.3284
H4 2.647 -0.891 -2.200  0.2330
H5 -0.445 1.134 2.349  0.3438
H6 -2.068 0.183 2.782  0.3920
H7 -0.366 -0.264 1.389  0.0875
H8 -2.967 0.650 0.755  0.3416
H9 -2.401 2.224 1.139  0.4351
H10 1.261 -3.873 0.031  0.2696
H11 0.900 1.076 -1.060  0.5211
H12 -1.984 3.354 -0.498  0.1289
H13 -0.994 4.072 -1.760  0.2224

Relative energy table, unit kJ/mol: version a 257.7; version b 0.0